No. 1
Computed, not measured: a structure of composition C58H59BN2O3P3S2Ti, with ωB97M-V/def2-TZVPD.

Relative energy (zero: lowest compared OMol25 entry of this formula, charge and spin), kcal/mol: 31.70
Orbital gap, eV: 5.123
LUMO level, eV: -3.4058
HOMO level, eV: -8.5
Largest force on an atom, eV/Å: 0.7

Geometry as ORCA input:
```
! wB97M-V def2-TZVPD RIJCOSX def2/J DEFGRID3
* xyz 1 1
Ti 0.38 0.65 0.34
S -0.70 1.55 2.10
S -0.98 1.83 -1.20
P 1.00 -0.08 -2.14
P -2.27 0.03 1.92
P -2.87 2.10 -0.26
O 1.79 3.42 0.03
O 2.40 2.58 2.06
O 0.56 -1.29 0.91
N 2.27 -1.20 -1.91
N 2.83 -0.18 0.11
C 3.01 1.38 -3.37
C -3.50 1.65 3.89
C 3.65 -0.10 1.17
C 3.12 -1.09 -0.83
C -0.26 -1.05 -3.00
C -4.20 1.10 -2.46
C 2.66 -2.96 4.29
C -2.30 -2.32 -2.84
C -3.97 5.38 1.82
C 4.13 3.84 -0.19
C -5.67 -2.13 0.02
C -1.19 -2.09 -4.97
C -5.24 3.56 -3.23
C 2.86 4.28 0.52
C -3.35 0.77 0.68
C -4.98 1.19 -3.59
C -4.52 -1.39 0.24
C -2.23 -2.59 -4.21
C -1.32 -1.55 -2.24
C -0.20 -1.32 -4.36
C 4.22 4.03 2.71
C 1.88 -2.36 3.32
C -4.59 0.00 0.45
C 1.01 -2.44 0.98
C -5.51 2.42 -3.98
C 2.63 3.12 -4.98
C -4.42 0.77 5.93
C -5.85 0.60 0.43
C -6.99 -0.14 0.18
C 2.86 3.96 2.04
C -4.46 3.47 -2.09
C 5.05 -1.84 0.36
C 3.11 -4.83 2.85
C -1.76 5.85 1.01
C 4.23 -1.94 -0.74
C -3.09 0.38 3.52
C 3.28 -4.19 4.08
C 4.13 -4.82 5.14
C 1.65 1.11 -3.33
C 1.26 2.85 -4.95
C 1.20 -1.06 3.64
C -3.34 -0.70 4.37
C 1.73 -3.02 2.07
C -4.16 1.85 5.09
C 2.34 -4.28 1.85
C -1.70 4.60 0.41
C -6.91 -1.51 -0.02
C 0.77 1.86 -4.12
C -3.95 2.24 -1.69
C 2.18 -5.04 0.56
C 3.50 2.39 -4.19
C -3.92 4.13 1.22
C 4.76 -0.91 1.35
C -2.79 3.74 0.51
C -4.01 -0.50 5.57
C 1.83 4.76 2.82
C 2.52 5.72 0.17
C -2.89 6.24 1.72
B 1.66 2.39 0.92
H 1.33 -0.83 4.70
H -3.78 0.15 -2.16
H -7.81 -2.09 -0.20
H 2.58 -1.79 -2.67
H 1.61 -0.23 3.06
H -0.29 1.65 -4.09
H -4.76 3.45 1.32
H -5.60 -3.20 -0.14
H 0.61 -0.91 -4.96
H -0.81 4.30 -0.14
H 0.58 3.43 -5.56
H 0.85 4.70 2.35
H -4.94 0.93 6.87
H -3.14 -2.69 -2.26
H 3.39 0.65 1.91
H 1.76 4.36 3.83
H -3.55 -1.88 0.25
H -4.25 4.37 -1.51
H -0.91 6.52 0.93
H -7.96 0.35 0.16
H 0.84 -3.08 0.10
H -5.18 0.31 -4.18
H 2.11 5.81 2.90
H 3.59 -5.79 2.69
H 4.92 3.34 2.25
H 4.63 5.04 2.63
H -4.86 5.68 2.37
H -4.22 -1.34 6.22
H 3.70 0.82 -2.75
H 4.13 -4.23 6.06
H -3.29 2.49 3.24
H 2.77 -2.47 5.25
H -3.01 -3.18 -4.68
H -4.47 2.85 5.38
H 4.37 2.80 0.05
H -6.13 2.49 -4.87
H 5.37 -0.79 2.23
H 1.14 -5.31 0.37
H 2.53 -4.46 -0.30
H -5.93 1.66 0.61
H 2.54 5.84 -0.91
H 4.43 -2.65 -1.53
H -5.65 4.52 -3.53
H 0.14 -1.10 3.41
H 3.75 -5.82 5.38
H 2.77 -5.95 0.59
H -1.40 -1.31 -1.19
H 3.25 6.40 0.61
H 3.01 3.90 -5.62
H -2.92 7.21 2.19
H -3.03 -1.70 4.08
H -1.14 -2.28 -6.03
H 5.15 -4.93 4.80
H 4.98 4.47 0.07
H 3.96 3.90 -1.27
H 5.91 -2.49 0.46
H 4.56 2.59 -4.22
H 1.53 5.98 0.53
H 4.12 3.79 3.76
*
```



No. 2
Computed, not measured: a structure of composition C58H61AsN6P2SV in a non-equilibrium geometry, with ωB97M-V/def2-TZVPD.

Orbital gap (spin up / spin down), eV: 4.946 / 5.443
LUMO level (spin up / spin down), eV: -6.6944 / -6.3483
HOMO level (spin up / spin down), eV: -11.6 / -11.8
Largest force on an atom, eV/Å: 2.9

Geometry as ORCA input:
```
! wB97M-V def2-TZVPD RIJCOSX def2/J DEFGRID3
* xyz 2 2
As 0.06 -2.18 0.34
V 0.28 0.46 -0.02
S 0.70 0.64 2.23
P -0.12 2.97 0.34
P -2.05 0.93 0.73
N 0.53 1.19 -2.69
N 0.31 -1.01 -1.04
N -1.60 2.55 1.04
N 3.12 1.26 3.06
N 2.08 1.09 -0.29
N 2.88 1.25 0.78
C -1.56 6.67 -0.66
C 0.84 4.89 3.85
C -3.73 -3.71 -1.03
C -5.97 1.98 0.25
C -5.09 -5.69 -0.30
C -2.50 0.30 2.37
C 0.14 4.20 2.88
C 4.80 -6.35 -0.45
C -1.91 -4.13 1.02
C 1.09 -0.34 -4.56
C -1.65 -3.14 0.06
C -3.18 -0.90 4.76
C 0.34 6.25 -2.06
C 3.64 -5.42 -0.24
C 4.48 1.74 3.08
C -0.46 4.54 -0.57
C 1.29 -4.88 -0.62
C 4.00 2.16 -1.37
C -3.04 -4.92 0.90
C -6.08 2.16 -1.12
C -3.69 1.27 -0.02
C -1.47 5.40 -0.14
C 2.11 4.12 1.51
C -3.94 -4.76 -0.15
C -3.29 -1.61 3.58
C 0.62 -1.24 -2.34
C -0.46 1.85 -3.52
C 1.27 3.18 -4.54
C -4.78 1.53 0.81
C 2.58 1.65 -1.41
C 0.75 -0.16 -3.23
C -4.99 1.88 -1.94
C 2.18 5.19 3.66
C -2.94 -1.01 2.38
C 0.80 -2.53 -2.89
C 2.17 2.75 -3.61
C -2.40 1.03 3.55
C 3.77 -4.24 0.48
C 1.82 1.88 -2.55
C 2.39 1.07 1.96
C -0.65 7.11 -1.61
C 2.81 4.80 2.49
C 0.44 4.97 -1.53
C 1.11 -2.70 -4.22
C -1.03 -4.37 2.22
C -3.80 1.45 -1.39
C 2.70 -3.37 0.63
C 2.90 -2.12 1.43
C 2.39 -5.73 -0.74
C -2.61 -2.90 -0.94
C 1.27 -1.61 -5.06
C 1.45 -3.65 0.05
C 0.77 3.80 1.71
C -0.09 2.77 -4.43
C -2.47 -1.81 -1.97
C 5.45 0.65 3.55
C 0.02 -5.43 -1.23
C -2.75 0.42 4.74
H 4.54 2.60 3.76
H 3.84 -2.18 1.99
H 1.23 -3.70 -4.60
H -7.00 2.51 -1.54
H 4.83 -6.68 -1.48
H 4.03 3.17 -0.97
H -2.10 -0.89 -1.51
H 6.47 1.01 3.48
H 0.14 1.06 -1.73
H 1.05 6.58 -2.80
H -4.70 1.39 1.88
H 5.36 -0.23 2.93
H 4.73 2.07 2.07
H 2.95 -1.26 0.76
H 4.72 -4.00 0.93
H -2.34 7.33 -0.31
H -0.91 3.98 3.03
H -3.44 -1.36 5.70
H -5.74 -5.39 -1.12
H 4.59 1.53 -0.71
H 3.17 3.14 -3.62
H 2.72 5.74 4.41
H -5.68 -5.75 0.61
H -0.84 3.20 -5.06
H -2.70 0.98 5.67
H -1.37 -3.76 3.06
H -3.22 -5.70 1.62
H -0.71 8.11 -1.99
H 1.24 4.32 -1.86
H -1.08 -5.41 2.51
H 0.02 -4.12 2.01
H 0.25 -5.84 -2.21
H 1.55 3.86 -5.32
H -0.77 -4.69 -1.33
H -3.43 -1.60 -2.43
H -3.66 -2.63 3.58
H -1.78 -2.11 -2.76
H -2.96 1.24 -2.03
H 1.22 0.52 -5.20
H -2.35 3.24 1.10
H 3.85 5.04 2.33
H 4.69 -7.23 0.18
H -4.44 -3.54 -1.82
H 4.46 2.17 -2.35
H 2.25 -6.67 -1.26
H -6.81 2.18 0.90
H 0.71 -3.37 -2.23
H -2.06 2.05 3.54
H -1.45 1.45 -3.43
H 1.54 -1.76 -6.09
H -2.18 5.10 0.62
H -5.08 2.02 -3.01
H -0.34 -6.25 -0.61
H 5.74 -5.86 -0.20
H 5.24 0.39 4.58
H -4.71 -6.70 -0.51
H 2.61 3.83 0.60
H 2.67 1.10 3.96
H 0.33 5.20 4.75
H 2.08 -1.98 2.15
H -3.04 -1.55 1.44
*
```



Which of these has the lowest largest force on an atom?
C58H59BN2O3P3S2Ti



What is the largest force on an atom in the first record?
0.7 eV/Å



Which formula does entry 1 have?
C58H59BN2O3P3S2Ti



What is the largest force on an atom in the second record?
2.9 eV/Å